[1]
Formula: C11H23N2O5P2V
Source: the Open Molecules 2025 dataset
Level of theory: the ωB97M-V functional and the def2-TZVPD basis

Output
* Kohn-Sham gap (spin up / spin down): 5.222 / 5.530 eV
* energy relative to the best compared isomer or geometry (same formula, charge and spin): 138.3 kcal per mole
* highest occupied orbital energy (spin up / spin down): -15.21 / -15.29 eV
* DFT total energy: -69240.115 eV

Structure (ORCA input):
```
! wB97M-V def2-TZVPD RIJCOSX def2/J DEFGRID3
* xyz 2 3
V 0.034 0.017 1.035
P -2.260 0.336 0.656
C -2.099 0.770 -1.046
C -0.885 1.298 -1.525
N 0.230 1.128 -0.713
C 1.449 1.440 -1.177
C 1.617 2.142 -2.374
C 0.515 2.413 -3.183
C -0.718 1.948 -2.777
C 2.622 1.007 -0.313
P 2.278 -0.498 0.727
H -1.602 2.097 -3.390
H 2.623 2.433 -2.661
H 0.636 2.980 -4.104
H 3.493 0.757 -0.937
H 2.929 1.824 0.367
H -2.071 -1.237 -2.545
H -2.973 0.821 -1.693
H -0.911 -3.043 -1.605
O -1.842 -2.179 -2.666
H -2.331 -2.440 -3.462
H -0.007 -1.124 0.096
O -0.629 -3.525 -0.789
H 0.297 -3.269 -0.656
C 2.801 -1.826 -0.376
H 3.835 -1.680 -0.703
H 2.720 -2.779 0.156
H 2.136 -1.858 -1.246
C 3.548 -0.394 1.999
H 3.500 -1.288 2.626
H 4.550 -0.325 1.562
H 3.375 0.477 2.640
C -3.023 1.756 1.516
H -4.037 1.956 1.140
H -3.062 1.538 2.593
H -2.400 2.649 1.360
C -3.426 -1.046 0.785
H -3.622 -1.250 1.846
H -4.376 -0.807 0.291
H -2.981 -1.941 0.332
O 0.029 -1.058 4.838
N 0.015 0.164 4.571
O -0.084 1.037 5.476
O 0.105 0.581 3.329
*
```

***

[2]
Formula: C9H10NO2
Source: the Open Molecules 2025 dataset
Level of theory: the ωB97M-V functional and the def2-TZVPD basis

Output
* Kohn-Sham gap: 7.789 eV
* energy relative to the best compared isomer or geometry (same formula, charge and spin): 101.5 kcal per mole
* highest occupied orbital energy: -13.59 eV
* DFT total energy: -15068.172 eV

Structure (ORCA input):
```
! wB97M-V def2-TZVPD RIJCOSX def2/J DEFGRID3
* xyz 1 1
C 2.008 1.463 1.019
C 2.831 0.323 0.538
C 0.615 1.444 0.883
C 2.172 -0.896 0.189
C 0.032 0.249 0.394
C 0.791 -0.896 -0.034
C -1.304 -0.129 0.711
C 0.160 -2.267 -0.367
C -1.336 -1.996 -0.464
N -1.959 -1.097 0.147
O -2.457 2.408 -0.528
O -3.139 1.183 -0.818
H 2.512 2.365 1.443
H 3.920 0.343 0.759
H -0.152 2.149 1.194
H 2.851 -1.729 -0.118
H -2.004 0.387 1.274
H 0.483 -2.538 -1.445
H 0.585 -3.044 0.236
H -3.260 1.154 -1.753
H -1.939 -2.536 -1.223
H -2.781 2.696 0.338
*
```

***

[3]
Formula: C7H8F3N3
Source: the Open Molecules 2025 dataset
Level of theory: the ωB97M-V functional and the def2-TZVPD basis

Output
* Kohn-Sham gap (spin up / spin down): 6.692 / 6.701 eV
* energy relative to the best compared isomer or geometry (same formula, charge and spin): 61.2 kcal per mole
* highest occupied orbital energy (spin up / spin down): -6.91 / -6.92 eV
* DFT total energy: -20009.174 eV

Structure (ORCA input):
```
! wB97M-V def2-TZVPD RIJCOSX def2/J DEFGRID3
* xyz 0 1
C 1.163 -1.689 0.979
C 1.747 -1.987 -0.230
C 0.396 -0.499 1.136
C 1.510 -1.139 -1.329
C 0.160 0.251 -0.001
C -0.897 1.258 -0.071
C -2.427 -0.788 -0.454
N 0.754 -0.034 -1.214
N -1.367 1.654 1.113
N -1.182 1.807 -1.299
F -2.413 -1.773 -1.360
F -2.253 -1.425 0.755
F -3.752 -0.353 -0.469
H 1.270 -2.345 1.816
H 2.266 -2.852 -0.428
H 0.027 -0.143 2.046
H 1.979 -1.264 -2.314
H -1.298 0.926 1.868
H -2.162 2.239 1.114
H -0.849 1.209 -2.019
H -1.956 2.524 -1.447
*
```

***

[4]
Formula: C8H12Si2
Source: the Open Molecules 2025 dataset
Level of theory: the ωB97M-V functional and the def2-TZVPD basis

Output
* Kohn-Sham gap (spin up / spin down): 8.243 / 6.764 eV
* energy relative to the best compared isomer or geometry (same formula, charge and spin): 56.8 kcal per mole
* highest occupied orbital energy (spin up / spin down): -8.88 / -7.11 eV
* DFT total energy: -24240.768 eV

Structure (ORCA input):
```
! wB97M-V def2-TZVPD RIJCOSX def2/J DEFGRID3
* xyz 0 1
C -3.721 -0.434 -0.047
C -3.213 0.564 0.768
C -2.870 -1.315 -0.690
C -1.840 0.672 0.955
C -1.495 -1.204 -0.512
C -1.014 -0.221 0.319
C 2.301 2.787 -0.565
C 2.211 1.466 -0.722
Si 2.960 -1.959 0.169
Si 2.357 0.198 0.631
H -4.789 -0.525 -0.183
H -3.884 1.260 1.255
H -3.272 -2.085 -1.335
H -1.442 1.450 1.590
H -0.828 -1.887 -1.023
H 2.147 3.475 -1.380
H 2.543 3.234 0.388
H 1.959 1.086 -1.707
H 4.410 -2.212 0.197
H 2.362 -2.867 1.146
H 2.499 -2.338 -1.167
H 2.618 0.855 1.916
*
```

***

[5]
Formula: CH6N5
Source: the Open Molecules 2025 dataset
Level of theory: the ωB97M-V functional and the def2-TZVPD basis

Output
* Kohn-Sham gap: 10.402 eV
* energy relative to the best compared isomer or geometry (same formula, charge and spin): 54.8 kcal per mole
* highest occupied orbital energy: -15.13 eV
* DFT total energy: -8574.285 eV

Structure (ORCA input):
```
! wB97M-V def2-TZVPD RIJCOSX def2/J DEFGRID3
* xyz 1 1
C 1.211 0.366 1.131
N -2.206 -0.245 -1.063
N -1.051 0.098 -0.698
N 2.145 -0.260 0.728
N -0.053 -0.823 -0.856
N 0.131 0.915 1.139
H -2.890 0.518 -0.943
H -0.578 0.740 0.252
H 3.143 -0.144 0.765
H -0.304 -1.667 -1.456
H -0.335 0.848 2.066
H 0.789 -0.344 -1.064
*
```

***

[6]
Formula: C3H9O2
Source: the Open Molecules 2025 dataset
Level of theory: the ωB97M-V functional and the def2-TZVPD basis

Output
* Kohn-Sham gap: 6.694 eV
* energy relative to the best compared isomer or geometry (same formula, charge and spin): 24.6 kcal per mole
* highest occupied orbital energy: -2.45 eV
* DFT total energy: -7351.062 eV

Structure (ORCA input):
```
! wB97M-V def2-TZVPD RIJCOSX def2/J DEFGRID3
* xyz -1 1
C -0.543 -0.971 0.387
O -0.915 -1.489 -0.803
C -0.969 0.540 0.524
C -0.592 1.246 -0.813
H 0.582 -0.925 0.517
H -0.868 -1.628 1.172
H -0.693 1.118 1.427
H -2.065 0.482 0.487
H -1.073 2.218 -0.970
H -0.774 0.668 -1.719
H 0.463 1.458 -0.661
H 2.384 1.216 0.420
H 1.714 -0.178 0.685
O 2.581 0.280 0.552
*
```

***

[7]
Formula: C3H10NO
Source: the Open Molecules 2025 dataset
Level of theory: the ωB97M-V functional and the def2-TZVPD basis

Output
* Kohn-Sham gap: 9.863 eV
* energy relative to the best compared isomer or geometry (same formula, charge and spin): 34.5 kcal per mole
* highest occupied orbital energy: -14.06 eV
* DFT total energy: -6802.814 eV

Structure (ORCA input):
```
! wB97M-V def2-TZVPD RIJCOSX def2/J DEFGRID3
* xyz 1 1
C -0.676 -0.706 0.471
O -2.026 -1.093 0.662
C -0.483 0.219 -0.701
C -0.192 1.518 -0.632
H -0.111 -1.628 0.315
H -0.323 -0.251 1.409
H -2.527 -0.279 0.594
H -0.676 -0.239 -1.668
H -0.018 2.105 -1.524
H -0.067 2.034 0.318
N 2.561 0.106 0.032
H 2.900 -0.473 0.803
H 3.322 0.572 -0.461
H 2.024 -0.503 -0.592
H 1.880 0.786 0.391
*
```